{
  "formula": "C52H78GeN4O5P3S3Ti",
  "method": "ωB97M-V/def2-TZVPD",
  "spin_multiplicity": 3,
  "homo_ev": [-2.6, -5.2],
  "charge": -1,
  "e_above_lowest_kcal_mol": 6.23,
  "mol_weight_g_mol": 1148.819,
  "s2": 2.023,
  "gap_ev": [4.4170, 7.0328],
  "elements": ["Ti", "C", "C", "N", "C", "C", "S", "C", "C", "N", "H", "H", "H", "H", "H", "H", "H", "H", "H", "H", "H", "H", "H", "H", "C", "P", "C", "N", "C", "C", "C", "C", "C", "C", "N", "C", "P", "C", "C", "C", "C", "C", "C", "C", "C", "C", "H", "H", "H", "H", "H", "H", "H", "H", "H", "H", "H", "H", "H", "H", "H", "H", "H", "H", "H", "H", "H", "H", "H", "H", "H", "H", "H", "H", "C", "O", "H", "H", "H", "O", "C", "O", "C", "C", "Ge", "C", "C", "C", "C", "C", "C", "C", "C", "C", "C", "C", "C", "C", "C", "C", "C", "C", "C", "H", "H", "H", "H", "H", "H", "H", "H", "H", "H", "H", "H", "H", "H", "H", "H", "H", "H", "H", "C", "C", "C", "O", "P", "S", "S", "O", "C", "C", "C", "H", "H", "H", "H", "H", "H", "H", "H", "H", "H", "H", "H", "H", "H"],
  "positions_angstrom": [[-0.294486, -1.077826, -0.275533], [-0.493872, -4.495662, -0.118642], [-0.473367, -3.870350, 1.276403], [-1.090591, -2.529367, 1.249735], [-2.530880, -2.522151, 1.547618], [-3.436994, -3.180962, 0.521210], [-3.337606, -2.450345, -1.135877], [-2.682262, -3.807788, -2.145398], [-1.164799, -3.802008, -2.370011], [-0.444633, -3.454833, -1.157644], [-1.415710, -5.057359, -0.264025], [0.328747, -5.202620, -0.228589], [0.551590, -3.737895, 1.597762], [-0.976571, -4.512315, 2.004260], [-0.713788, -2.007987, 2.052486], [-2.821183, -1.484321, 1.677130], [-2.700012, -3.021786, 2.506903], [-4.463690, -3.055280, 0.861567], [-3.250303, -4.252638, 0.438316], [-3.187590, -3.751253, -3.110205], [-3.012832, -4.733062, -1.670833], [-0.897380, -3.068553, -3.120269], [-0.875153, -4.787158, -2.754600], [0.519130, -3.236653, -1.408813], [0.985404, -2.406658, -5.080892], [1.367122, -1.715283, -3.410722], [1.290138, 0.053305, -3.845872], [2.306477, 0.556022, -4.575134], [2.171176, 1.867109, -4.974394], [3.218927, 2.500995, -5.655963], [3.104570, 3.812400, -6.095531], [1.926044, 4.521083, -5.861531], [0.877421, 3.913434, -5.185997], [0.974786, 2.590047, -4.726787], [-0.075284, 2.027548, -4.044302], [0.128861, 0.782068, -3.549933], [-1.240990, 0.094485, -2.501726], [-2.298453, -0.698139, -3.773530], [-2.297651, 1.588726, -2.044584], [-3.049017, 2.209578, -3.223640], [-3.326436, 1.143613, -0.995737], [-1.365001, 2.629305, -1.414076], [3.155689, -2.224617, -3.219465], [3.823925, -1.300675, -2.196293], [3.106802, -3.645353, -2.641632], [3.963310, -2.227881, -4.520426], [1.596822, -1.916623, -5.840242], [-0.064318, -2.220639, -5.314255], [1.159653, -3.486491, -5.111435], [4.124958, 1.929688, -5.827262], [3.928239, 4.281971, -6.621240], [1.830336, 5.545839, -6.201117], [-0.044647, 4.449025, -4.983883], [-2.295197, -0.067170, -4.661508], [-3.322208, -0.817345, -3.411335], [-1.907862, -1.679237, -4.041464], [-3.837611, 1.550351, -3.598911], [-2.368843, 2.465025, -4.033196], [-3.533669, 3.130207, -2.872099], [-4.044251, 0.423096, -1.399119], [-3.894795, 2.023212, -0.667258], [-2.860005, 0.711043, -0.109053], [-0.769045, 2.188346, -0.616797], [-0.695236, 3.052764, -2.159976], [-1.970086, 3.435175, -0.986200], [3.303290, -1.318063, -1.234155], [3.862996, -0.273928, -2.569993], [4.847212, -1.649200, -2.018698], [2.750465, -3.649187, -1.606841], [4.118877, -4.071162, -2.632349], [2.474276, -4.314480, -3.240169], [3.897070, -1.265190, -5.027184], [3.638224, -3.017873, -5.204064], [5.014483, -2.421081, -4.270167], [1.902068, 0.976538, -0.415799], [1.062121, -0.097474, -0.783555], [1.324808, 1.718873, 0.137555], [2.705146, 0.613602, 0.223033], [2.320749, 1.445093, -1.306626], [-1.030228, -0.579941, 3.172687], [-0.742831, 0.351267, 2.432055], [-0.829455, 0.295477, 1.124442], [-0.193391, 1.631778, 3.021943], [-0.837666, 2.946796, 2.553007], [-2.563878, 3.387846, 3.341540], [-4.102965, 2.300403, 2.859997], [-5.207396, 2.871223, 2.222993], [-6.341860, 2.115350, 1.943064], [-6.396871, 0.779958, 2.319390], [-5.314284, 0.202636, 2.971009], [-4.171613, 0.953702, 3.232585], [-2.943921, 5.233117, 2.833112], [-2.966505, 6.265675, 3.773864], [-3.183867, 7.584470, 3.382269], [-3.385123, 7.889740, 2.043232], [-3.371447, 6.874473, 1.093294], [-3.151555, 5.559391, 1.488175], [-2.376588, 3.331451, 5.276847], [-1.252054, 3.909317, 5.875579], [-1.101774, 3.919362, 7.257833], [-2.078664, 3.346777, 8.064285], [-3.198996, 2.765021, 7.485976], [-3.346255, 2.758634, 6.101431], [0.870864, 1.622976, 2.762078], [-0.258069, 1.528786, 4.104126], [-0.928278, 2.974643, 1.470825], [-0.205221, 3.791854, 2.834729], [-5.188367, 3.917950, 1.939881], [-7.184995, 2.573348, 1.438586], [-7.283816, 0.191734, 2.110420], [-5.356256, -0.836902, 3.278460], [-3.331356, 0.477630, 3.730142], [-2.816466, 6.041819, 4.824829], [-3.195077, 8.373239, 4.125436], [-3.550965, 8.916458, 1.738436], [-3.526583, 7.105621, 0.045778], [-3.142702, 4.778692, 0.733190], [-0.476413, 4.353485, 5.257593], [-0.222024, 4.368627, 7.704583], [-1.963485, 3.350512, 9.141859], [-3.958716, 2.311737, 8.112151], [-4.224896, 2.299383, 5.661897], [5.369296, -5.420061, 0.545593], [3.889953, -5.542832, 0.850535], [3.171310, -6.442376, -0.135547], [3.230029, -4.266948, 0.773772], [3.515802, -3.058905, 1.808478], [3.859129, -3.702332, 3.615910], [2.034921, -1.777556, 1.544170], [4.815206, -2.410415, 1.114952], [5.513606, -1.323517, 1.765461], [6.687570, -1.858986, 2.555988], [5.940566, -0.369687, 0.671747], [5.816509, -6.418718, 0.538376], [5.876976, -4.817359, 1.300524], [5.518026, -4.953259, -0.432704], [3.760763, -5.923259, 1.865007], [3.344073, -6.105338, -1.161780], [2.094818, -6.431749, 0.053014], [3.531315, -7.470584, -0.038612], [4.811726, -0.815482, 2.429114], [7.367216, -2.395320, 1.885704], [6.352947, -2.541755, 3.336418], [7.232050, -1.028122, 3.013181], [6.531332, -0.908799, -0.073645], [6.552694, 0.434332, 1.089226], [5.076566, 0.067871, 0.170080]],
  "forces_ev_per_angstrom": [[-0.629, -0.872, -0.318], [-0.231, 0.180, -0.042], [-0.222, 0.148, -0.331], [-0.023, -0.289, 0.620], [-0.010, -0.126, -0.132], [0.150, -0.085, -0.031], [0.045, 0.146, -0.055], [0.047, -0.084, 0.032], [-0.354, 0.056, 0.295], [0.534, 0.372, 0.185], [-0.005, -0.062, -0.028], [0.076, -0.028, 0.006], [0.112, 0.014, 0.061], [-0.072, -0.088, 0.005], [0.064, -0.051, 0.045], [-0.059, 0.176, 0.001], [-0.037, -0.010, 0.117], [-0.065, -0.038, 0.019], [-0.030, 0.033, 0.017], [-0.005, -0.002, 0.012], [-0.013, -0.011, -0.065], [0.051, 0.058, -0.045], [0.039, -0.091, -0.031], [0.102, -0.247, -0.158], [0.060, -0.049, -0.068], [-0.200, 0.043, -0.016], [-0.141, 0.129, 0.111], [-0.073, 0.113, -0.029], [0.048, -0.171, 0.030], [0.033, 0.027, -0.008], [-0.086, -0.039, 0.034], [0.018, -0.102, 0.032], [-0.013, 0.004, -0.007], [-0.107, -0.037, 0.027], [0.101, -0.152, -0.009], [0.164, -0.065, -0.047], [0.094, 0.464, -0.216], [-0.113, -0.079, -0.035], [0.141, -0.050, 0.051], [-0.071, 0.078, -0.013], [-0.066, 0.019, 0.016], [-0.036, 0.050, 0.004], [0.030, 0.129, 0.042], [0.008, 0.015, -0.002], [0.072, -0.081, 0.000], [0.085, -0.003, 0.043], [-0.023, -0.034, -0.009], [-0.004, 0.001, 0.008], [-0.007, 0.052, 0.006], [-0.030, 0.009, 0.000], [-0.016, -0.010, 0.019], [-0.005, -0.012, 0.003], [0.031, -0.023, -0.019], [-0.057, -0.008, -0.034], [0.021, 0.013, -0.025], [-0.006, 0.076, -0.032], [0.050, 0.021, 0.037], [-0.003, 0.002, 0.021], [0.005, -0.075, -0.030], [0.046, 0.019, -0.011], [0.010, -0.054, -0.042], [0.056, 0.007, 0.000], [0.001, -0.059, 0.118], [-0.059, -0.010, 0.034], [-0.040, 0.019, 0.059], [-0.010, -0.008, -0.070], [0.005, -0.069, 0.016], [-0.019, 0.019, 0.007], [0.008, 0.026, -0.068], [-0.070, 0.027, 0.011], [0.060, 0.042, 0.023], [-0.016, -0.029, 0.039], [-0.013, 0.048, 0.042], [-0.061, -0.018, -0.049], [-0.251, -0.243, -0.155], [1.070, 0.918, 0.046], [-0.072, 0.064, 0.066], [0.089, -0.105, 0.051], [-0.023, -0.028, -0.142], [-0.168, -0.077, 0.360], [0.036, -0.015, -0.879], [-0.082, 0.164, 0.598], [-0.001, 0.285, -0.013], [0.118, -0.368, -0.006], [-0.072, 0.084, 0.018], [-0.187, -0.167, -0.037], [-0.021, -0.144, -0.016], [0.076, -0.004, 0.041], [0.003, 0.034, -0.001], [0.120, 0.030, -0.024], [-0.091, -0.025, -0.101], [-0.034, 0.259, -0.078], [-0.054, 0.036, -0.156], [0.008, -0.117, -0.008], [0.004, -0.051, -0.011], [0.013, -0.058, 0.083], [0.036, 0.124, 0.064], [0.053, 0.009, 0.291], [-0.065, -0.101, 0.109], [-0.053, -0.018, -0.077], [-0.002, 0.002, -0.048], [0.035, 0.025, -0.096], [0.111, 0.084, 0.099], [-0.007, 0.034, -0.022], [0.033, 0.015, 0.058], [0.017, -0.027, -0.188], [0.098, -0.007, -0.017], [-0.008, -0.044, 0.023], [0.031, -0.015, 0.014], [0.046, 0.028, 0.008], [0.016, 0.035, -0.023], [-0.014, 0.021, -0.018], [0.006, 0.001, -0.032], [-0.001, -0.018, -0.013], [0.003, -0.030, 0.008], [0.007, -0.008, 0.034], [0.031, 0.004, 0.005], [-0.041, -0.014, 0.028], [-0.036, -0.019, -0.018], [0.001, -0.004, -0.031], [0.019, 0.014, -0.018], [0.017, 0.019, 0.010], [0.117, -0.040, -0.021], [-0.012, 0.074, 0.002], [-0.036, -0.059, -0.065], [0.028, -0.011, -0.133], [-0.366, -0.055, -0.058], [0.046, -0.138, 0.147], [-0.220, 0.459, 0.126], [0.476, -0.081, 0.029], [-0.194, -0.026, -0.117], [0.148, -0.096, -0.013], [0.049, 0.057, -0.107], [0.012, 0.059, -0.026], [-0.063, -0.049, -0.060], [-0.010, -0.036, 0.066], [-0.021, 0.014, 0.098], [-0.011, -0.020, 0.070], [0.109, -0.046, 0.028], [-0.021, 0.073, -0.023], [-0.064, 0.006, 0.113], [-0.009, 0.052, 0.037], [-0.001, 0.050, -0.051], [-0.008, -0.048, -0.008], [0.005, 0.049, 0.026], [-0.042, -0.031, -0.025], [0.012, -0.046, 0.010]]
}